Density functional theory data (ωB97M-V/def2-TZVPD) for a gas-phase ion, C7H14N3 (charge +1) at a distorted geometry.

Calculated values
M = 140.21 g mol⁻¹
orbital gap = 9.64 eV
HOMO energy = -12.7 eV
energy above the lowest of the compared OMol25 structures with the same formula, charge and spin = 258.6 kJ/mol
structure (SMILES) = N/[NH+]=C(\N)CC1=CCCC1

Structure (ORCA input):
```
! RIJCOSX wB97M-V def2-TZVPD def2/J DEFGRID3
* xyz 1 1
H 2.281 -0.209 1.753
C -2.714 -0.664 0.717
N 2.979 -0.025 -0.516
C -3.044 0.634 0.059
H -2.721 -0.581 1.886
C -1.361 -0.987 0.129
C 0.538 -0.022 -1.146
H -2.058 1.646 -1.363
H -0.769 -1.886 0.335
H -3.680 0.407 -0.840
H 0.666 0.790 -1.785
N 1.392 -0.146 1.147
C 1.707 -0.033 -0.170
C -1.690 1.281 -0.433
H 4.220 0.567 0.799
H -3.227 -1.631 0.501
H 0.531 -0.494 1.415
H 3.273 0.030 -1.494
C -0.804 0.010 -0.533
H 0.597 -0.953 -1.730
H -3.548 1.360 0.758
H 4.792 -0.962 0.062
H -1.334 2.242 0.022
N 3.973 -0.376 0.424
*
```

***

Density functional theory data (ωB97M-V/def2-TZVPD) for a single C16H16ClN3O3S molecule.

Calculated values
M = 365.84 g mol⁻¹
orbital gap = 8.61 eV
HOMO energy = -8.3 eV
energy above the lowest of the compared OMol25 structures with the same formula, charge and spin = 5.5 kJ/mol
structure (SMILES) = C[C@H]1Cc2ccccc2N1NC(=O)c1ccc(Cl)c(S(N)(=O)=O)c1

Structure (ORCA input):
```
! RIJCOSX wB97M-V def2-TZVPD def2/J DEFGRID3
* xyz 0 1
C 1.223 -3.392 1.227
H 3.447 -3.417 -0.710
N -3.270 1.815 0.954
C 1.186 1.804 0.833
C 1.679 0.925 -0.115
H -2.484 -2.970 0.341
C 0.275 -4.044 1.981
C -1.067 -3.881 1.653
H 5.216 -2.256 0.537
C 3.164 -2.668 0.050
O 1.253 -0.267 -3.402
C -0.124 2.254 0.735
H 3.022 -2.792 2.218
H 4.537 -1.174 -0.681
C 0.879 0.499 -1.170
C 0.839 -2.578 0.161
S -2.606 2.420 -0.465
H 0.567 -4.678 2.805
C -0.419 0.985 -1.280
N 1.952 -1.589 -1.737
C -0.491 -2.414 -0.176
H 3.147 -4.372 1.439
C 2.720 -3.374 1.344
C -1.439 -3.079 0.589
C 1.370 -0.457 -2.212
H 4.091 -0.984 1.024
C 4.326 -1.705 0.245
H -0.788 -1.799 -1.012
H -3.646 2.537 1.547
O -3.217 1.740 -1.566
H 2.163 -2.302 -2.437
H 2.697 0.580 -0.042
H 1.805 2.140 1.650
Cl -0.774 3.314 1.904
H -3.946 1.094 0.767
O -2.641 3.849 -0.415
C -0.917 1.844 -0.324
N 1.960 -1.965 -0.404
H -1.823 -4.391 2.231
H -1.058 0.701 -2.102
*
```

***

Density functional theory data (ωB97M-V/def2-TZVPD) for a molecular structure, C8H12O8Pt at a distorted geometry.

Calculated values
M = 431.25 g mol⁻¹
orbital gap (spin up / spin down) = 8.29 / 6.36 eV
expectation value of S² = 3.760
HOMO energy (spin up / spin down) = -5.6 / -5.4 eV

Structure (ORCA input):
```
! RIJCOSX wB97M-V def2-TZVPD def2/J DEFGRID3
* xyz -1 4
H 18.819 -22.032 5.213
Pt 18.363 -20.534 9.371
C 20.017 -22.307 10.432
H 18.618 -23.332 6.470
H 20.497 -23.614 12.102
C 15.515 -19.188 12.184
O 19.981 -18.031 7.215
C 15.451 -19.754 10.794
H 20.975 -16.424 9.640
H 17.229 -22.679 5.345
C 21.379 -17.339 9.206
O 19.337 -18.554 9.276
H 20.635 -24.362 10.638
O 16.914 -21.636 7.834
C 20.854 -23.397 11.095
C 18.144 -22.522 5.915
O 14.366 -19.810 10.164
C 20.183 -18.061 8.487
H 21.983 -17.904 9.917
H 15.350 -20.032 12.854
O 16.508 -20.102 10.238
O 18.796 -22.385 10.451
H 21.922 -23.227 10.960
H 16.506 -18.750 12.300
H 14.811 -18.371 12.346
O 18.328 -20.434 7.046
C 17.752 -21.516 6.931
O 20.343 -21.221 10.036
H 22.164 -16.966 8.549
*
```

***

Density functional theory data (ωB97M-V/def2-TZVPD) for a molecular structure, C3H3LiO3Sm at a distorted geometry.

Calculated values
M = 244.36 g mol⁻¹
orbital gap (spin up / spin down) = 4.54 / 7.44 eV
expectation value of S² = 12.166
HOMO energy (spin up / spin down) = -24.5 / -28.2 eV
energy above the lowest of the compared OMol25 structures with the same formula, charge and spin = 224.0 kJ/mol

Structure (ORCA input):
```
! RIJCOSX wB97M-V def2-TZVPD def2/J DEFGRID3
* xyz 4 7
Li -2.876 1.536 0.981
C -1.110 0.440 0.059
C 1.104 0.232 -0.052
O 0.038 1.098 -0.005
H -2.030 0.686 -1.760
C -0.728 -0.984 0.215
H -0.968 -1.420 1.197
O 2.239 0.650 -0.087
O 0.704 -0.984 0.032
H -1.201 -1.601 -0.565
Sm 4.828 0.347 -0.017
*
```

***

Density functional theory data (ωB97M-V/def2-TZVPD) for a molecular structure, C8H15AlCsF5O2 at a distorted geometry.

Calculated values
M = 398.08 g mol⁻¹
orbital gap = 5.36 eV
HOMO energy = -6.9 eV

Structure (ORCA input):
```
! RIJCOSX wB97M-V def2-TZVPD def2/J DEFGRID3
* xyz 0 1
H -1.489 0.035 0.256
H -0.887 5.241 0.429
F 1.894 -3.378 0.753
H 1.028 0.267 -0.480
H 0.925 2.413 -1.695
Cs 3.076 -2.325 4.823
H -0.913 -3.909 0.296
H -0.205 -1.560 -3.031
H 1.545 2.960 0.291
C -0.138 2.722 -1.604
O 0.950 3.723 0.307
H 1.101 -2.613 -1.376
C -0.333 3.234 -0.155
H -0.286 3.567 -2.303
H -1.806 4.575 -1.012
O -0.960 1.637 -1.951
Al -0.483 0.138 -1.015
H -0.211 -3.710 -1.778
H -2.147 4.048 0.690
C 0.021 -2.764 -1.261
C -1.380 4.372 -0.026
C -0.428 -2.924 0.230
H -1.213 -2.208 0.502
C 0.982 -1.675 2.076
C -0.686 -1.603 -2.040
F 2.006 -0.986 1.624
H -0.626 2.444 0.554
F 0.357 -3.925 2.192
F -0.021 -0.923 2.254
F 1.377 -2.113 3.402
C 0.711 -2.977 1.252
H -1.760 -1.785 -2.205
*
```

***

Density functional theory data (ωB97M-V/def2-TZVPD) for a molecular structure, C10H10Br3INO4P.

Calculated values
M = 605.78 g mol⁻¹
orbital gap = 9.42 eV
HOMO energy = -9.6 eV

Structure (ORCA input):
```
! RIJCOSX wB97M-V def2-TZVPD def2/J DEFGRID3
* xyz 0 1
C 3.648 -1.478 0.114
C 1.974 -0.244 1.324
C -0.731 2.315 -1.753
C 2.873 -1.416 -1.035
P -2.959 1.626 -0.282
H 3.810 -0.926 2.189
H 1.599 0.216 2.228
H -3.594 -0.271 2.845
C 1.643 -0.760 -1.008
O -3.052 0.096 0.258
Br -1.292 -1.097 3.187
N -1.763 1.337 -1.555
H 0.241 0.304 0.205
O 0.443 1.802 -2.168
H -0.476 0.437 -3.467
Br -3.301 0.258 5.238
Br -4.079 -2.485 3.827
H 4.602 -1.986 0.093
H -2.333 1.319 -2.401
H -2.236 -0.225 0.672
C 1.201 -0.181 0.173
H 3.212 -1.889 -1.946
I -1.618 2.617 1.506
O -0.861 3.487 -1.572
C 0.808 -0.725 -2.238
O 0.480 -1.740 -2.801
H 1.242 0.734 -3.661
C 3.206 -0.889 1.293
C 0.451 0.584 -2.923
C -3.139 -0.820 3.657
*
```